No. 1
Molecular formula: C8H5AuI2NO5
Method: DFT, ωB97M-V with the def2-TZVPD basis set

Properties
Strongest force on any atom: 4.714 eV/A
Orbital gap (spin up / spin down): 0.114 / 0.134 hartree
DFT total energy: -39985.2304 eV
Total charge: +1
Multiplicity: 3
HOMO (spin up / spin down): -11.7 / -12.2 eV

Structure (XYZ):
```
22
Properties=species:S:1:pos:R:3:forces:R:3
Au 9.5350 7.6146 1.9165 -0.1 -0.8 -0.6
I 10.7314 2.2468 1.7353 3.8 0.3 -0.4
I 11.9473 7.0372 1.3695 -0.1 -0.1 0.2
O 8.1017 5.8316 1.9084 0.6 -0.3 -0.2
O 5.9042 5.3626 1.7332 -0.3 -1.8 -0.3
O 8.6102 11.6445 1.8320 0.5 1.0 0.0
O 3.7631 9.8670 1.7175 -0.1 1.7 0.2
O 9.7777 9.7418 1.8937 0.1 0.6 0.1
N 7.5942 8.3299 1.8824 -2.6 1.9 0.5
C 6.4921 7.5359 1.8687 1.0 2.1 -0.5
C 12.8879 2.4172 1.7019 -4.0 1.2 2.1
C 6.1468 10.3180 1.7937 2.0 -1.4 0.1
C 6.8373 6.1120 1.7926 -0.3 0.3 0.9
C 5.2225 8.0840 1.8149 0.1 -1.7 -0.4
C 7.3864 9.6738 1.8742 0.5 -0.9 -0.3
C 5.0685 9.4597 1.7620 -2.3 1.2 0.4
C 8.6725 10.4516 1.8651 -0.3 -0.4 0.1
H 3.5481 10.8597 1.8672 1.2 -2.4 -0.4
H 6.2143 11.3866 1.7124 -0.5 0.3 0.1
H 13.2287 3.4483 1.9532 -0.1 -0.6 -1.0
H 4.3598 7.3899 1.7079 0.7 0.7 0.3
H 13.5006 1.5917 2.0198 0.2 -0.7 -0.7
```
Forces are in eV/Å.

***

No. 2
Molecular formula: C8H5Br4N
Method: DFT, ωB97M-V with the def2-TZVPD basis set

Properties
Strongest force on any atom: 3.405 eV/A
Orbital gap: 0.325 hartree
DFT total energy: -290034.8829 eV
Total charge: 0
HOMO: -9.2 eV

Structure (XYZ):
```
18
Properties=species:S:1:pos:R:3:forces:R:3
Br 3.3159 -2.2985 -0.5356 0.1 1.4 0.7
Br 2.2925 2.2911 -0.3076 -0.6 0.6 0.0
Br 4.2078 0.0899 1.6165 0.0 -0.4 -0.4
Br 4.6862 0.3311 -1.5606 0.0 0.0 0.3
N 1.0477 -0.3271 -0.0858 2.7 1.7 -0.6
C -0.2996 -0.0906 -0.0397 -3.0 0.7 0.6
C -1.0157 1.0578 -0.3617 -0.7 -0.7 -0.6
C 3.5196 -0.3183 -0.1537 -1.7 0.0 -0.7
C -2.3997 -1.1377 0.5244 -0.8 0.3 1.5
C 2.0498 0.4418 -0.2259 0.6 -3.3 0.5
C -3.1322 0.0198 0.2042 2.2 -1.4 -0.3
C -2.4576 1.0910 -0.2785 2.0 1.8 -0.7
C -1.0524 -1.1824 0.4794 1.5 2.0 -1.4
H -3.0182 -1.8155 1.0883 0.3 -1.0 -0.3
H -4.1227 -0.2146 0.3731 -2.4 1.0 -0.1
H -2.8857 2.0460 -0.6237 -0.2 -0.7 0.4
H -0.4584 1.8452 -0.8266 -0.2 0.7 0.0
H -0.2773 -1.8290 0.7136 0.1 -2.7 1.1
```
Forces are in eV/Å.

***

No. 3
Molecular formula: C8H5Cl2O4S
Method: DFT, ωB97M-V with the def2-TZVPD basis set

Properties
Strongest force on any atom: 4.805 eV/A
Orbital gap: 0.271 hartree
DFT total energy: -52447.8135 eV
Total charge: -1
HOMO: -5.4 eV

Structure (XYZ):
```
20
Properties=species:S:1:pos:R:3:forces:R:3
Cl 1.3855 3.6718 -0.2268 -0.1 -0.9 -0.1
Cl 1.8849 -1.2591 -1.8791 -0.1 0.2 -0.9
S 2.0413 -1.1392 1.0011 0.1 -0.9 0.5
O 3.3845 -1.4390 0.5964 0.3 0.1 0.0
O 1.1154 -2.2387 0.9901 -0.1 0.0 0.0
O 1.8835 -0.1757 2.0469 -0.1 0.5 0.3
O 3.2978 1.3012 -0.5602 -2.6 -0.8 0.0
C -1.0249 -0.8544 -1.0867 0.2 0.1 -0.1
C -2.8186 0.1248 0.1680 0.0 0.0 0.0
C 2.2029 0.9306 -0.5706 4.1 2.5 -0.3
C -1.9063 0.9045 0.8616 -0.1 0.0 0.0
C -0.1121 -0.0596 -0.4043 -0.8 0.5 0.0
C 1.3361 -0.1563 -0.6371 -0.7 -1.4 0.7
C -2.3748 -0.7536 -0.8057 -0.1 0.0 0.0
C -0.5562 0.8197 0.5811 0.0 0.0 -0.1
H 0.1578 1.4336 1.1096 0.0 0.1 0.0
H -2.2577 1.5912 1.6203 0.1 0.0 0.0
H -0.6803 -1.5462 -1.8393 0.0 0.0 0.0
H -3.8734 0.2041 0.3878 -0.1 0.0 0.0
H -3.0855 -1.3595 -1.3535 0.0 0.0 0.0
```
Forces are in eV/Å.

***

No. 4
Molecular formula: C8H5I3O
Method: DFT, ωB97M-V with the def2-TZVPD basis set

Properties
Strongest force on any atom: 4.806 eV/A
Orbital gap: 0.280 hartree
DFT total energy: -34723.3425 eV
Total charge: 0
HOMO: -8.3 eV

Structure (XYZ):
```
17
Properties=species:S:1:pos:R:3:forces:R:3
I -0.6348 2.5443 -3.2251 0.0 -0.2 -0.1
I 0.6639 -2.2192 -2.3335 0.0 0.3 0.0
I -1.1722 -0.4056 -5.1927 0.2 0.2 0.4
O 0.8088 0.7376 -1.0799 -0.7 -1.4 -4.5
C 0.9574 0.2938 2.4528 0.1 0.0 0.0
C 1.3156 0.5855 1.1548 -0.3 0.0 -0.2
C -0.7737 -0.3515 0.3788 0.2 0.1 -0.2
C -0.3847 0.4885 -3.4553 -0.3 0.4 -0.5
C 0.2415 -0.2363 -2.5725 1.1 1.2 3.8
C -1.0962 -0.6734 1.6834 0.0 0.0 0.1
C 0.4362 0.2878 0.1046 -0.3 -0.4 1.0
C -0.2407 -0.3485 2.7211 -0.1 -0.1 0.2
H -2.0308 -1.1735 1.8894 -0.1 0.0 0.0
H -0.5042 -0.5948 3.7382 0.0 0.0 0.1
H -1.4460 -0.5904 -0.4320 -0.1 0.0 -0.1
H 1.6286 0.5592 3.2558 0.0 0.0 0.1
H 2.2313 1.0964 0.9122 0.2 0.0 0.0
```
Forces are in eV/Å.

***

No. 5
Molecular formula: C8H5N2
Method: DFT, ωB97M-V with the def2-TZVPD basis set

Properties
Strongest force on any atom: 9.401 eV/A
Orbital gap: 0.310 hartree
SMILES: C#[N+]/N=c1\c#ccccc1
DFT total energy: -11340.9382 eV
Total charge: +1
HOMO: -13.4 eV

Structure (XYZ):
```
15
Properties=species:S:1:pos:R:3:forces:R:3
N 2.1854 1.0768 -0.2989 4.7 -1.1 -0.3
N 3.0299 -0.1318 -0.3079 2.6 -8.0 1.6
C 3.4620 -1.2988 -0.1171 -2.8 8.9 -1.3
C -2.1548 -0.0492 -0.0821 -3.7 -0.2 1.4
C -0.4639 -1.3679 0.0137 2.0 1.4 -0.7
C 0.4552 -0.5372 -0.1678 -3.3 -7.2 0.9
C -1.5858 1.2239 0.2042 1.1 0.3 -1.2
C -0.2982 1.5799 0.1449 5.1 1.1 0.3
C -1.8724 -1.3696 0.0763 3.3 1.3 -0.7
C 1.0177 0.6126 -0.2161 -4.7 4.9 1.2
H -2.3144 2.0489 0.2853 0.5 -0.6 0.4
H 0.1426 2.5932 0.4818 -1.3 -1.5 -0.8
H -2.4046 -2.2696 0.0114 -1.3 -0.6 0.1
H -3.1944 0.1675 -0.1074 -1.3 -0.4 -0.6
H 3.9957 -2.2786 0.0796 -0.8 1.5 -0.4
```
Forces are in eV/Å.

***

No. 6
Molecular formula: C8H5N2O2
Method: DFT, ωB97M-V with the def2-TZVPD basis set

Properties
Strongest force on any atom: 3.639 eV/A
Orbital gap (spin up / spin down): 0.275 / 0.276 hartree
SMILES: N#[N+]c1oc(O)c2ccccc12
DFT total energy: -15442.2677 eV
Total charge: +1
HOMO (spin up / spin down): -12.7 / -12.7 eV

Structure (XYZ):
```
17
Properties=species:S:1:pos:R:3:forces:R:3
O -2.7043 -1.4535 0.8050 -0.4 -2.6 1.2
O -1.0757 -3.0996 1.1952 -0.8 0.8 0.3
N -4.8705 0.9030 -0.1049 0.4 -0.6 0.0
N -3.9339 0.2963 0.0587 -1.9 1.6 -0.2
C -1.4638 -1.8938 0.8318 1.2 0.0 -0.5
C 1.2772 0.5637 -0.1928 -0.5 -2.5 -0.1
C -0.9781 1.4263 -0.5753 1.1 -1.1 1.3
C 0.4571 1.5968 -0.6091 -2.4 0.2 1.0
C -1.4282 0.1258 -0.1323 0.1 3.0 -0.2
C -0.5589 -0.9113 0.3005 -1.3 0.6 -0.5
C 0.8288 -0.7004 0.2176 -1.6 2.3 -0.6
C -2.7830 -0.1972 0.2758 3.5 -1.0 -0.5
H -1.7746 2.2030 -0.5164 1.2 -0.3 -0.8
H -1.6396 -3.6795 1.7579 -0.1 0.8 -0.6
H 1.0404 2.5141 -0.6561 -1.0 0.4 -0.7
H 2.3271 0.7114 -0.2088 0.8 0.2 0.1
H 1.4870 -1.4043 0.5537 1.7 -1.8 0.7
```
Forces are in eV/Å.

***

No. 7
Molecular formula: C8H5N3
Method: DFT, ωB97M-V with the def2-TZVPD basis set

Properties
Strongest force on any atom: 3.158 eV/A
Orbital gap: 0.261 hartree
DFT total energy: -12840.4901 eV
Total charge: 0
HOMO: -9.1 eV

Structure (XYZ):
```
16
Properties=species:S:1:pos:R:3:forces:R:3
N 1.7678 4.1609 0.0597 -0.6 -0.8 0.5
N -0.3034 2.6121 3.2865 0.5 -0.1 0.6
N 0.8665 2.3009 3.7109 -1.1 -0.7 -1.5
C -1.0588 0.3337 -0.5268 -0.8 0.1 -1.8
C -0.0421 -0.5772 -0.9311 -3.0 0.1 -1.0
C 1.1839 3.3958 0.7244 0.4 0.5 0.7
C -0.8728 1.0685 0.5965 -0.2 1.1 0.6
C 1.0834 -0.6929 -0.2055 1.9 -0.5 0.0
C 1.3002 -0.0346 0.9920 -0.5 -0.1 0.7
C 0.2799 0.8709 1.3682 0.9 -0.6 1.4
C 0.4085 1.7811 2.4910 1.1 1.4 -1.3
H 2.1690 -0.3898 1.6009 -0.8 1.1 -0.4
H -1.9413 0.6495 -1.1782 1.3 -1.1 0.9
H -1.5436 1.9221 0.8396 0.5 -0.9 -0.1
H 1.8811 -1.2594 -0.6706 0.0 -0.4 0.5
H -0.2379 -1.2837 -1.7651 0.4 1.0 0.3
```
Forces are in eV/Å.

***

No. 8
Molecular formula: C8H5O2
Method: DFT, ωB97M-V with the def2-TZVPD basis set

Properties
Strongest force on any atom: 3.647 eV/A
Orbital gap: 0.177 hartree
DFT total energy: -12465.5542 eV
Total charge: -1
HOMO: -1.6 eV

Structure (XYZ):
```
15
Properties=species:S:1:pos:R:3:forces:R:3
O 4.0001 -0.2376 0.5412 0.7 0.3 -0.2
O 3.5590 1.6428 -0.7350 0.7 0.4 -0.1
C -0.9007 -0.1990 -0.3630 0.7 -1.6 0.8
C 0.6493 0.0680 1.0417 1.3 -0.9 0.5
C -0.8267 -1.6707 -0.7474 -2.6 -1.8 0.4
C 0.7301 -0.4063 -0.4271 -0.1 0.8 0.9
C -0.6933 0.1131 1.1585 1.7 0.3 -1.6
C 0.4526 -1.9172 -0.7439 0.5 3.6 0.2
C 3.8466 0.7189 -0.1048 -1.4 -0.7 0.2
C -0.0924 0.6516 -1.2958 0.1 -1.1 -1.1
H 1.0919 -2.6639 -1.0974 0.8 -1.2 -0.2
H -1.6010 -2.4540 -0.8892 -0.2 0.8 -0.2
H 0.0113 1.5332 -0.7154 0.3 1.3 0.2
H 1.6077 0.2912 1.6647 -2.0 -0.3 -0.6
H -1.3729 0.6159 1.8049 -0.4 0.1 0.7
```
Forces are in eV/Å.

***

No. 9
Molecular formula: C8H5O4
Method: DFT, ωB97M-V with the def2-TZVPD basis set

Properties
Strongest force on any atom: 4.561 eV/A
Orbital gap: 0.285 hartree
SMILES: O=C(O)/C([O-])=C1/C=CC=CC1=O
DFT total energy: -16567.1913 eV
Total charge: -1
HOMO: -3.9 eV

Structure (XYZ):
```
17
Properties=species:S:1:pos:R:3:forces:R:3
O 2.8081 0.8730 -1.5153 1.0 -1.2 1.4
O 4.3862 0.3319 0.0707 0.0 1.5 -1.6
O 2.8563 -1.6854 0.8433 0.4 -0.6 0.2
O 2.0264 1.1790 0.8946 -0.7 0.9 0.6
C 0.9065 -0.5736 -0.0005 -0.8 1.9 0.7
C -0.1782 -1.2528 -0.4482 -1.1 2.4 0.3
C 0.8610 0.7753 0.4753 -0.5 0.3 0.9
C -1.4300 -0.5645 -0.5075 -0.1 0.0 0.2
C 2.3259 -0.8145 0.1923 -0.1 -1.3 -0.7
C -0.3883 1.4019 0.5997 -1.6 -0.5 -1.0
C 3.1012 0.2752 -0.4762 1.6 0.7 -0.8
C -1.5071 0.7096 0.0598 4.2 -1.7 0.0
H 0.0372 -2.2220 -0.6753 -0.3 -2.8 -1.1
H -0.6739 2.3818 0.9914 1.0 -0.2 0.1
H -2.4142 1.1234 0.1611 -3.2 1.7 0.1
H -2.3900 -0.9007 -0.9531 1.0 -0.5 0.4
H 4.6639 -0.3903 0.6311 -1.0 -0.6 0.3
```
Forces are in eV/Å.

***

No. 10
Molecular formula: C8H62BClN5O24S
Method: DFT, ωB97M-V with the def2-TZVPD basis set

Properties
Strongest force on any atom: 2.593 eV/A
Orbital gap: 0.322 hartree
DFT total energy: -89920.7716 eV
Total charge: +1
HOMO: -12.7 eV

Structure (XYZ):
```
102
Properties=species:S:1:pos:R:3:forces:R:3
Cl -3.5459 3.2821 -0.5013 0.4 -0.5 0.3
S -2.6768 -2.3654 -3.0092 0.8 1.6 -0.3
O -5.8470 -2.2312 -1.7862 0.2 0.1 0.1
O -0.0231 -0.6810 -5.5966 -0.1 0.0 -0.1
O 8.2532 4.7204 -7.4436 -0.1 0.2 0.0
O 0.5291 0.4442 4.3888 0.0 0.2 0.0
O 2.0569 -1.4522 -3.4333 0.1 0.2 0.1
O -6.8112 3.9896 -2.2662 0.0 -0.3 -0.1
O -5.1559 6.1440 -1.2870 0.4 0.1 0.1
O 8.4361 2.0190 -7.0538 0.0 -0.3 -0.1
O 2.9725 4.9986 3.0652 0.1 -0.1 0.0
O 5.0117 -0.7707 -3.5457 -0.1 0.0 0.2
O -3.1858 -1.6680 4.1149 0.1 0.2 0.0
O 3.7481 0.4595 4.5170 0.0 0.0 -0.1
O 3.6122 -1.7425 -0.7285 -0.2 -0.1 0.3
O -6.8908 0.8247 4.1043 0.0 0.0 0.1
O 2.7968 -2.6206 1.8535 -0.2 0.2 0.3
O 5.4707 -3.1394 3.7550 0.2 0.2 -0.1
O 0.5493 -6.3731 4.6449 -0.1 0.2 -0.1
O -1.0817 -4.4193 1.6577 0.1 0.1 -0.2
O -6.7320 -1.2359 -4.6517 0.1 0.2 0.1
O 3.1752 -4.4175 4.6132 -0.5 -0.2 0.0
O 6.8316 -0.7061 4.5070 0.0 0.2 -0.1
O 0.7103 -2.0811 -0.2773 -0.3 1.2 0.8
O 6.2856 0.8178 -5.7890 -0.3 -0.3 0.3
O -7.6415 0.2944 -0.4373 -0.1 0.1 -0.3
N -2.1270 0.9492 -1.8180 2.1 0.6 1.0
N -1.4122 0.1547 -2.8016 -2.0 -1.7 -0.4
N -0.1710 0.2192 -0.5515 -1.7 0.4 1.4
N -0.6059 -1.1972 1.6023 0.2 -0.3 -0.5
N -2.1309 1.1787 0.4953 0.0 0.0 0.0
C -3.4888 1.7488 0.4619 -1.4 0.0 -0.2
C -2.0462 -0.9145 -2.9505 0.6 -0.6 0.4
C 1.1806 3.2316 1.1216 -0.6 -0.5 0.1
C -1.4650 0.7835 -0.5410 0.4 0.0 -1.4
C 0.8399 1.9323 1.0545 0.0 1.4 -0.5
C -4.5967 0.7178 0.0512 0.0 -0.6 2.0
C 0.9033 1.2265 -0.3062 1.0 0.0 0.6
C -5.1671 0.1421 1.4256 0.5 0.4 -0.1
B -0.0179 -1.0075 0.2786 0.8 -1.4 -0.1
H -2.7516 -1.5313 3.2666 0.1 -0.1 -0.1
H 1.8598 0.6623 -0.3386 -0.5 0.1 -0.2
H 6.0256 -0.1767 4.5343 -0.1 0.0 0.1
H 4.9948 -2.8541 2.9691 0.0 -0.1 -0.1
H -0.9515 -5.2742 2.0860 0.0 0.1 0.2
H 0.5887 0.0606 -5.5357 0.1 -0.1 0.0
H -4.1879 -0.1464 -0.4906 -0.1 0.7 -0.3
H -0.6029 -0.5559 -4.8417 0.1 0.1 -0.1
H -0.8513 -4.5790 0.7352 0.0 0.0 0.0
H -6.0311 0.7310 1.7724 0.3 -0.4 -0.3
H -0.6595 -2.2110 1.7448 -0.1 0.0 0.2
H 5.3114 -0.2764 -4.3199 -0.1 0.0 -0.1
H 3.1247 0.0661 5.1387 0.1 -0.1 0.0
H 1.6602 -1.8832 -0.3465 0.0 -0.1 -0.8
H 2.7581 -2.9783 2.7537 0.2 -0.3 0.0
H 1.2624 3.7747 2.0742 -0.1 -0.3 -0.6
H -5.4231 -0.9253 1.3698 -0.1 0.5 -0.1
H 6.9983 0.5884 -5.1831 0.2 0.1 -0.2
H 1.2140 -1.6014 -2.9933 0.0 -0.1 -0.1
H 6.2065 -2.5120 3.8280 0.0 0.0 0.2
H -7.4825 3.6302 -1.6766 0.0 0.1 0.0
H -8.4276 0.8103 -0.6480 0.0 -0.1 0.1
H 4.5588 -1.6136 -0.8635 -0.1 0.1 -0.3
H 8.0097 2.3366 -7.8570 0.2 0.2 0.0
H 3.7059 4.7834 3.6518 -0.1 0.0 0.1
H -4.8912 -2.1385 -1.8874 -0.2 0.0 0.0
H -6.2680 0.8879 4.8360 0.0 0.0 0.0
H -6.8722 3.4419 -3.0570 0.0 0.0 0.0
H 8.1608 4.3645 -6.5531 -0.1 0.1 0.0
H 0.9778 1.9707 -1.1192 -0.3 -0.4 0.3
H -5.1344 5.2144 -1.0440 -0.3 0.0 -0.1
H 2.6948 -1.4077 -2.7101 -0.2 -0.1 0.3
H -5.8687 -1.5162 -4.9716 -0.1 0.0 -0.1
H 0.0310 -0.8616 2.3324 -0.5 0.4 0.1
H -6.7094 -1.4235 -3.7065 0.0 -0.2 0.0
H 3.6686 -0.0893 3.7270 0.0 0.0 0.0
H 7.3521 4.9476 -7.6974 0.1 0.1 0.0
H -3.7467 2.0553 1.4869 0.5 0.0 -0.5
H 1.3355 3.7968 0.1934 0.3 -0.2 0.4
H 1.1333 1.1982 4.4061 0.1 -0.1 0.0
H -7.4635 -0.1991 -1.2474 0.1 -0.1 0.1
H -5.4459 1.1957 -0.4513 0.6 -0.1 -0.2
H 3.5474 -2.2865 0.0740 0.3 0.0 0.0
H -4.4178 0.2342 2.2423 -0.2 -0.2 -0.5
H -7.7454 0.7054 4.5321 0.0 0.0 -0.1
H 3.8848 -4.1733 5.2185 0.1 0.2 -0.2
H 1.8747 -2.4301 1.6403 0.0 -0.2 0.0
H -2.4691 -1.8704 4.7249 -0.1 -0.1 0.0
H -5.9554 -2.8452 -1.0506 -0.1 0.0 -0.1
H -0.0810 0.6158 5.1155 0.0 -0.1 0.0
H -0.0589 -6.2449 5.3800 0.0 -0.1 0.0
H -5.4074 6.1291 -2.2155 -0.1 0.0 0.1
H -1.9219 1.9198 -2.0934 -0.8 0.0 0.1
H 7.5094 -0.1344 4.8812 0.1 -0.1 0.0
H 6.7466 1.0016 -6.6161 0.0 0.0 0.3
H 1.1403 -5.6123 4.6875 0.1 0.0 0.1
H 3.3976 5.1861 2.2212 0.0 0.1 0.0
H 3.4368 -5.2860 4.2857 0.1 0.1 0.0
H -1.6890 1.0711 1.4090 0.0 0.0 -0.3
H 4.1310 -1.0768 -3.7877 0.1 0.0 -0.3
H 9.1729 2.6248 -6.9365 0.1 -0.1 -0.1
H 0.4976 1.4544 1.9837 0.5 -0.3 -0.5
```
Forces are in eV/Å.